10
Properties=species:S:1:pos:R:3 method="wB97M-V/def2-TZVPD" orbital_gap_ev="8.72 / 7.95" charge=+1 multiplicity=6 max_force_ev_per_a=4.6 lumo_ha="-0.1543 / -0.2640"
C 0.4020 -2.6613 0.3884
C 0.1247 1.1526 -0.5144
O -0.4074 2.3298 -0.1692
Ir -2.2136 1.6211 0.5568
C 1.1265 -3.4647 -0.2237
H 0.6659 -2.5564 1.4629
O -0.6467 0.2333 0.0775
H 0.0953 3.1668 -0.5075
H -0.2169 -0.7916 0.1540
O 1.0702 0.9705 -1.2249